Molecular formula: C4H11NO3
Method: DFT, wB97M-V/def2-TZVPD

Output
E_LUMO	0.91	eV
Kohn-Sham gap	0.394	Ha

```
! wB97M-V def2-TZVPD RIJCOSX def2/J DEFGRID3
* xyz 0 1
C 0.331 -0.382 -1.897
C 0.839 0.719 -0.997
N 1.585 1.697 -1.642
O 1.434 0.279 0.155
O -0.427 1.440 -0.183
H -0.277 0.029 -2.701
H -0.244 -1.097 -1.316
H 1.193 -0.899 -2.320
H 1.224 1.974 -2.542
H 1.773 2.499 -1.054
H 0.953 1.012 0.728
H -1.170 0.824 -0.084
C -0.708 -0.850 2.450
C -1.486 -1.554 1.388
O -2.036 -1.008 0.463
H -0.827 -1.348 3.412
H 0.347 -0.874 2.160
H -1.004 0.195 2.516
H -1.500 -2.658 1.466
*
```

Molecular formula: C4H11NO3
Method: DFT, wB97M-V/def2-TZVPD

Output
⟨S²⟩	0.758
E_LUMO (spin up / spin down)	-4.76 / -8.76	eV
Kohn-Sham gap (spin up / spin down)	0.345 / 0.197	Ha

```
! wB97M-V def2-TZVPD RIJCOSX def2/J DEFGRID3
* xyz 1 2
C 1.243 1.288 -1.924
N -0.057 1.085 -1.133
C 0.045 0.364 0.151
C 0.838 1.311 1.039
O 0.237 0.806 2.237
C 0.642 -0.968 -0.150
O 0.001 -1.988 -0.368
H 1.774 2.016 -1.433
H 1.781 0.381 -2.218
H 0.802 1.797 -2.864
H -0.766 0.801 -1.783
H -0.923 0.190 0.698
H 0.817 2.413 0.920
H 1.908 0.925 1.176
H 0.225 1.364 3.060
H 1.787 -1.067 -0.015
H -1.626 -1.989 -0.087
H -3.122 -1.545 -0.521
O -2.595 -1.925 0.169
*
```

Molecular formula: C4H11NO3
Method: DFT, wB97M-V/def2-TZVPD

Output
⟨S²⟩	0.756
E_LUMO (spin up / spin down)	-3.75 / -8.05	eV
Kohn-Sham gap (spin up / spin down)	0.375 / 0.217	Ha

```
! wB97M-V def2-TZVPD RIJCOSX def2/J DEFGRID3
* xyz 1 2
C 1.285 1.189 -1.514
N 0.677 0.015 -1.071
C 0.784 -0.745 0.173
C 0.087 -0.093 1.337
O 0.402 -0.889 2.544
C 2.175 -1.053 0.699
O 3.143 -0.658 0.106
H 0.663 2.040 -1.353
H 2.179 1.682 -0.827
H 1.641 1.229 -2.533
H 0.268 -0.572 -1.824
H 0.239 -1.802 -0.062
H -0.951 -0.178 1.304
H 0.108 0.978 1.620
H 0.243 -0.597 3.403
H 2.078 -1.760 1.484
H -4.794 0.721 -1.882
H -5.027 0.383 -0.333
O -5.202 0.107 -1.270
*
```

Molecular formula: C4H11NO4
Method: DFT, wB97M-V/def2-TZVPD

Output
E_LUMO	0.47	eV
Kohn-Sham gap	0.390	Ha

```
! wB97M-V def2-TZVPD RIJCOSX def2/J DEFGRID3
* xyz 0 1
C 1.284 -0.125 1.531
C 0.084 -0.119 0.601
C -0.948 -1.280 0.726
O -0.792 -2.325 -0.184
N -0.500 1.259 0.635
C -0.829 1.782 -0.608
O -0.595 1.289 -1.678
O -1.543 2.938 -0.398
H 1.277 0.760 2.221
H 1.197 -0.765 2.421
H 2.260 -0.091 1.005
H 0.450 -0.375 -0.413
H -1.937 -0.886 0.458
H -1.171 -1.640 1.770
H 0.041 -2.208 -0.723
H -0.757 1.748 1.422
H -2.144 3.124 -1.195
O 1.686 -1.278 -2.886
H 0.873 -0.763 -2.687
H 2.063 -1.046 -2.018
*
```

Molecular formula: C4H11NOS
Method: DFT, wB97M-V/def2-TZVPD

Output
E_LUMO	0.69	eV
Kohn-Sham gap	0.339	Ha

```
! wB97M-V def2-TZVPD RIJCOSX def2/J DEFGRID3
* xyz 0 1
C -0.174 1.192 -1.760
C -1.571 0.767 -2.059
N -2.461 1.022 -1.021
O -1.972 0.162 -3.031
H -0.179 2.113 -1.170
H 0.512 1.374 -2.576
H 0.377 0.517 -1.101
H -3.388 0.826 -1.344
H -2.456 1.856 -0.458
C 1.785 -2.272 1.040
S 1.445 -1.503 2.702
C 0.727 0.108 2.208
H 1.619 -1.751 0.118
H 2.825 -2.582 1.121
H 1.116 -3.124 1.114
H 1.029 0.234 1.175
H 1.122 0.958 2.762
H -0.354 0.104 2.278
*
```

Molecular formula: C4H11NOS
Method: DFT, wB97M-V/def2-TZVPD

Output
E_LUMO (spin up / spin down)	-1.83 / -1.82	eV
Kohn-Sham gap (spin up / spin down)	0.236 / 0.236	Ha

```
! wB97M-V def2-TZVPD RIJCOSX def2/J DEFGRID3
* xyz 0 1
C 0.715 -1.785 -0.406
C -0.053 -0.692 0.341
C -0.870 0.225 -0.673
N -1.592 1.341 -0.125
C -0.624 2.187 0.670
H 0.195 -2.662 -0.215
H 0.710 -1.626 -1.449
H 1.792 -1.895 -0.165
H 0.599 -0.058 1.001
H -0.866 -1.108 0.927
H -0.286 0.576 -1.454
H -1.574 -0.431 -1.168
H -2.506 1.111 0.230
H -0.090 1.506 1.450
H 0.257 2.489 0.007
H -1.079 2.997 1.124
O -4.141 0.097 0.590
S -4.204 -0.689 -0.660
*
```

Molecular formula: C4H11NOS
Method: DFT, wB97M-V/def2-TZVPD

Output
E_LUMO	0.93	eV
Kohn-Sham gap	0.370	Ha

```
! wB97M-V def2-TZVPD RIJCOSX def2/J DEFGRID3
* xyz 0 1
C 0.994 0.674 1.089
C 0.361 -0.004 -0.114
C 1.139 -1.268 -0.506
S 2.384 -0.766 -1.755
N -1.065 -0.282 -0.039
C -1.861 0.931 -0.034
O -3.206 0.661 0.272
H 0.706 0.156 2.001
H 2.076 0.666 0.973
H 0.725 1.723 1.191
H 0.439 0.641 -0.999
H 0.486 -2.054 -0.871
H 1.737 -1.627 0.328
H 3.249 -1.772 -1.572
H -1.276 -0.805 0.797
H -1.809 1.381 -1.030
H -1.524 1.668 0.684
H -3.556 0.078 -0.415
*
```

Molecular formula: C4H11NP
Method: DFT, wB97M-V/def2-TZVPD

Output
E_LUMO	-5.21	eV
Kohn-Sham gap	0.320	Ha

```
! wB97M-V def2-TZVPD RIJCOSX def2/J DEFGRID3
* xyz 1 1
C 2.007 -0.340 -0.521
C 2.344 0.787 0.431
C -1.471 -1.231 -0.640
C -2.677 1.007 0.613
N 1.271 -0.123 0.671
P -1.214 0.406 0.066
H 1.324 -0.039 -1.359
H 2.709 -1.114 -0.571
H 3.259 0.638 0.949
H 2.251 1.869 0.486
H -1.701 -1.891 0.223
H -0.575 -1.586 -1.099
H -2.185 -1.227 -1.506
H -3.599 0.412 0.880
H -2.925 2.046 0.568
H 1.560 -0.721 1.470
H -0.378 1.108 -0.662
*
```

Molecular formula: C4H11NP
Method: DFT, wB97M-V/def2-TZVPD

Output
E_LUMO (spin up / spin down)	-4.65 / -4.57	eV
Kohn-Sham gap (spin up / spin down)	0.316 / 0.292	Ha

```
! wB97M-V def2-TZVPD RIJCOSX def2/J DEFGRID3
* xyz 1 1
C -1.204 1.784 -1.097
C -0.647 1.443 0.171
C -0.444 -1.855 1.378
C -0.013 -1.114 0.135
N 1.374 -0.624 -0.090
P 0.581 2.470 -0.596
H -1.012 1.169 -1.888
H -1.931 2.568 -1.151
H -1.197 1.647 1.204
H -1.260 -2.426 1.102
H -0.726 -1.146 2.071
H 0.314 -2.511 1.669
H -0.312 -1.414 -0.785
H 2.036 -1.362 -0.133
H 1.669 0.204 0.529
H 1.499 -0.268 -1.059
H 1.271 1.434 -1.462
*
```

Molecular formula: C4H11NP2
Method: DFT, wB97M-V/def2-TZVPD

Output
E_LUMO (spin up / spin down)	-1.13 / -1.24	eV
Kohn-Sham gap (spin up / spin down)	0.269 / 0.248	Ha

```
! wB97M-V def2-TZVPD RIJCOSX def2/J DEFGRID3
* xyz 0 1
C 1.987 -1.228 -1.283
C -1.841 0.486 1.659
C 2.173 -0.058 -0.392
C -2.452 0.455 0.241
N 1.338 2.594 -0.043
P 0.791 1.229 -0.396
P -1.321 -0.544 -0.965
H 2.839 -1.892 -1.274
H 0.991 -1.905 -0.994
H 1.750 -0.967 -2.267
H -1.679 -0.510 2.036
H -0.765 0.854 1.481
H -2.348 1.303 2.391
H 2.947 0.433 -0.872
H 2.229 -0.373 0.665
H -2.650 1.445 -0.289
H -3.470 0.017 0.339
H -0.520 -1.339 -0.035
*
```

Molecular formula: C4H11NS
Method: DFT, wB97M-V/def2-TZVPD

Output
E_LUMO	-0.09	eV
Kohn-Sham gap	0.241	Ha

```
! wB97M-V def2-TZVPD RIJCOSX def2/J DEFGRID3
* xyz 0 1
C 1.943 0.454 0.489
C 0.567 1.031 -0.226
C 0.213 -0.151 0.403
S -2.306 0.668 -0.425
C -3.527 -0.705 -0.238
N 2.716 -0.549 -0.192
H 1.994 0.340 1.576
H 2.512 1.403 0.396
H 0.686 0.949 -1.294
H 0.289 1.983 0.205
H -0.314 -0.168 1.344
H 0.296 -1.050 -0.182
H -3.136 -1.633 -0.652
H -3.695 -0.839 0.832
H -4.416 -0.437 -0.821
H 2.469 -0.808 -1.129
H 3.711 -0.488 -0.087
*
```

Molecular formula: C4H11NS
Method: DFT, wB97M-V/def2-TZVPD

Output
E_LUMO	0.98	eV
Kohn-Sham gap	0.369	Ha

```
! wB97M-V def2-TZVPD RIJCOSX def2/J DEFGRID3
* xyz 0 1
N -1.432 1.639 2.861
C -0.997 1.321 1.542
C 0.217 0.374 1.311
C 0.069 -0.719 0.232
C 0.070 -0.167 -1.193
S 0.929 -1.233 -2.428
H -0.677 2.065 3.385
H -1.627 0.797 3.374
H -1.793 0.859 0.940
H -0.765 2.227 0.976
H 1.121 0.926 1.037
H 0.420 -0.170 2.242
H -0.896 -1.205 0.444
H 0.769 -1.545 0.346
H 0.548 0.812 -1.156
H -0.934 -0.063 -1.595
H 2.087 -1.398 -1.763
*
```